The following is a DFT calculation (wB97M-V/def2-TZVPD) of a molecular structure, C39H36ClN3Si2Sr in a non-equilibrium geometry.

Last column: Löwdin charge in e.
Atoms and positions in Å:
C -1.88 -0.86 4.42  -0.224
C -2.30 -0.29 3.18  -0.226
C -2.14 -1.28 2.17  -0.225
H -2.76 0.68 3.06  0.086
C -1.60 -2.46 2.78  -0.214
C -1.45 -2.20 4.17  -0.230
H -1.17 -2.93 4.93  0.086
H -1.99 -0.41 5.40  0.086
H -2.47 -1.21 1.13  0.082
H -1.46 -3.42 2.29  0.082
Sr 0.62 -0.46 2.80  1.393
Si 0.73 -0.01 -1.46  0.204
C -0.44 1.49 -1.30  -0.310
C 0.05 2.68 -1.83  -0.134
H 1.08 2.73 -2.18  0.100
C -0.82 3.77 -1.98  -0.082
H -0.50 4.62 -2.57  0.101
C -2.09 3.73 -1.39  -0.095
H -2.76 4.58 -1.51  0.098
C -2.47 2.61 -0.65  -0.107
H -3.44 2.60 -0.14  0.099
C -1.65 1.50 -0.56  -0.100
H -1.91 0.64 0.06  0.079
C -0.20 -1.66 -1.50  -0.339
C -1.47 -1.63 -2.09  -0.105
H -1.88 -0.68 -2.46  0.096
C -2.22 -2.81 -2.12  -0.077
H -3.18 -2.79 -2.62  0.102
C -1.78 -3.94 -1.45  -0.093
H -2.42 -4.83 -1.40  0.103
C -0.58 -3.91 -0.73  -0.109
H -0.28 -4.77 -0.14  0.094
C 0.21 -2.77 -0.73  -0.126
H 1.10 -2.67 -0.09  0.095
H 1.03 -0.06 0.07  -0.088
Si 1.48 -0.02 -3.62  0.464
C 0.95 -1.64 -4.52  -0.285
C 0.30 -1.67 -5.78  -0.091
H 0.17 -0.75 -6.36  0.100
C -0.13 -2.89 -6.30  -0.103
H -0.66 -2.92 -7.24  0.093
C 0.15 -4.09 -5.63  -0.105
H -0.17 -5.04 -6.05  0.097
C 0.91 -4.05 -4.46  -0.101
H 1.17 -4.98 -3.95  0.097
C 1.37 -2.85 -3.94  -0.129
H 2.07 -2.85 -3.10  0.100
C 0.67 1.38 -4.69  -0.328
C -0.73 1.37 -4.67  -0.133
H -1.27 0.59 -4.12  0.094
C -1.43 2.38 -5.33  -0.100
H -2.51 2.42 -5.22  0.099
C -0.75 3.31 -6.12  -0.107
H -1.31 4.08 -6.66  0.095
C 0.65 3.21 -6.27  -0.102
H 1.16 3.90 -6.93  0.091
C 1.37 2.24 -5.57  -0.098
H 2.45 2.10 -5.70  0.095
H 2.91 0.17 -4.02  -0.049
Cl 3.04 0.10 -1.58  0.089
N 0.73 1.43 6.31  0.120
C 1.12 0.09 6.43  -0.294
C 1.33 -0.41 7.74  0.004
C 1.78 -1.72 7.86  -0.052
C 1.97 -2.49 6.71  -0.057
C 1.69 -1.93 5.46  -0.137
N 1.27 -0.64 5.32  -0.007
C 1.03 2.27 5.21  -0.286
C 1.42 3.58 5.50  0.002
C 1.81 4.40 4.44  -0.034
C 1.72 3.89 3.14  -0.049
C 1.23 2.61 2.93  -0.120
N 0.91 1.79 3.97  -0.024
H 0.66 1.92 7.19  0.135
H 1.16 0.25 8.57  0.115
H 2.02 -2.13 8.85  0.120
H 2.33 -3.53 6.76  0.115
H 1.78 -2.50 4.53  0.103
H 1.42 3.89 6.54  0.115
H 2.20 5.40 4.63  0.116
H 2.03 4.51 2.28  0.119
H 1.05 2.21 1.90  0.107

Its electronic energy is -2741.90562 hartree. The energy relative to the best compared isomer or geometry (same formula, charge and spin) comes out at 0.0000 eV. As for the strongest force on any atom: 0.06506 Eh/bohr. For the HOMO-LUMO gap, the calculation gives 5.832 eV. Its highest occupied orbital energy is -6.523 eV.